{
  "formula": "C9H4AsClCrINOS4",
  "method": "ωB97M-V with the def2-TZVPD basis set",
  "homo_lumo_gap_ha": [0.172, 0.175],
  "spin_multiplicity": 5,
  "lumo_energy_ev": [3.7, 3.7],
  "total_charge": -2,
  "homo_ev": [-1.00, -1.08],
  "relative_energy_kcal_mol": 0.86,
  "species": ["Cr", "Cl", "C", "C", "C", "I", "C", "O", "C", "N", "C", "C", "C", "C", "H", "H", "H", "H", "S", "As", "S", "S", "S"],
  "xyz": [[0.974, 0.594, 2.068], [-0.813, -0.174, -4.653], [0.050, 0.157, -3.161], [1.353, 0.559, -3.215], [2.081, 0.814, -2.043], [4.082, 1.391, -2.176], [1.527, 0.676, -0.768], [2.141, 0.842, 0.336], [0.120, 0.291, -0.753], [-0.422, 0.208, 0.487], [-1.651, -0.230, 0.637], [-2.442, -0.581, -0.473], [-1.938, -0.452, -1.737], [-0.610, -0.002, -1.917], [1.834, 0.673, -4.177], [-2.002, -0.296, 1.662], [-3.445, -0.950, -0.310], [-2.535, -0.705, -2.603], [-0.510, -2.464, 3.851], [0.302, -0.680, 4.687], [-0.696, 1.043, 3.656], [2.315, -0.251, 3.815], [0.283, -0.461, 6.788]],
  "mulliken_charge": [0.481, -0.309, 0.379, -0.525, -0.545, 0.009, 1.299, -0.728, -0.199, -0.150, -0.225, -0.812, -0.625, 0.425, 0.363, 0.346, 0.382, 0.371, -0.679, 0.531, -0.582, -0.543, -0.664]
}